1.
{
  "formula": "C6H18N2O",
  "method": "ωB97M-V with the def2-TZVPD basis set",
  "homo_lumo_gap_ev": 9.3659,
  "molar_mass_g_mol": 134.2,
  "smiles": "CCN(C)[C@@H](C)CN.O",
  "energy_ev": -11540.7181,
  "lumo_ev": 0.8,
  "symbols": ["C", "C", "N", "C", "C", "C", "C", "N", "H", "H", "H", "H", "H", "H", "H", "H", "H", "H", "H", "H", "H", "H", "H", "H", "H", "H", "O"],
  "coordinates": [[1.252691, -1.648101, 2.154982], [0.032724, -1.140973, 1.402371], [0.398676, -0.106051, 0.404852], [0.660440, 1.146613, 1.088388], [-0.993492, -1.207821, -1.451025], [-0.534716, 0.067239, -0.735529], [-1.689637, 1.063330, -0.578033], [-2.212269, 1.572885, -1.838198], [0.983163, -2.555855, 2.705257], [1.612193, -0.943238, 2.902225], [2.033272, -1.872548, 1.439347], [-0.367919, -1.955847, 0.824360], [-0.776493, -0.800075, 2.069444], [1.023022, 1.939752, 0.451729], [-0.204969, 1.565405, 1.608048], [1.360618, 0.967391, 1.898444], [-0.967960, -2.122889, -0.871048], [-0.513377, -1.359727, -2.423233], [-2.081971, -1.181455, -1.617860], [0.116295, 0.553196, -1.477357], [-1.313266, 1.905718, -0.013610], [-2.525253, 0.627242, -0.017836], [-1.543562, 2.227728, -2.226548], [-2.256886, 0.850001, -2.546535], [2.224122, 1.314409, -1.222121], [3.162854, 0.104634, -0.777786], [3.121703, 0.989043, -1.152726]],
  "forces_ev_per_a": [[-0.573, -0.059, 0.422], [0.046, 0.534, -0.710], [-0.729, -0.423, 0.513], [-0.145, -0.154, 0.732], [-0.979, -0.341, 0.033], [0.848, 0.294, -0.741], [-0.203, -0.368, 0.367], [0.283, 0.174, -0.364], [0.110, 0.035, -0.124], [0.139, 0.100, -0.088], [0.247, -0.071, -0.033], [-0.145, -0.401, 0.075], [0.192, 0.020, 0.089], [0.334, 0.056, -0.378], [-0.397, -0.049, 0.019], [0.454, 0.056, -0.212], [0.705, -0.133, 0.076], [0.012, -0.071, 0.346], [0.205, 0.408, -0.291], [-0.056, 0.218, -0.031], [-0.255, 0.275, 0.087], [0.134, -0.028, 0.078], [-0.022, 0.213, 0.053], [-0.242, -0.255, 0.123], [-0.202, -0.583, 0.250], [-0.709, 0.159, 0.023], [0.949, 0.394, -0.316]],
  "lowdin_charge": [-0.085, -0.251, -0.179, -0.116, -0.044, -0.361, -0.264, 0.005, 0.075, 0.062, 0.074, 0.079, 0.123, 0.081, 0.081, 0.080, 0.055, 0.084, 0.080, 0.118, 0.088, 0.120, 0.066, 0.055, -0.003, 0.033, -0.055]
}

=====

2.
{
  "formula": "C6H18N6O12",
  "method": "ωB97M-V with the def2-TZVPD basis set",
  "homo_lumo_gap_ev": 10.7569,
  "molar_mass_g_mol": 366.2,
  "smiles": "C[N+](=O)[O-].C[N+](=O)[O-].C[N+](=O)[O-].C[N+](=O)[O-].C[N+](=O)[O-].C[N+](=O)[O-]",
  "energy_ev": -40005.6646,
  "lumo_ev": -0.2,
  "symbols": ["C", "N", "O", "O", "H", "H", "H", "C", "N", "O", "O", "H", "H", "H", "C", "N", "O", "O", "H", "H", "H", "C", "N", "O", "O", "H", "H", "H", "C", "N", "O", "O", "H", "H", "H", "C", "N", "O", "O", "H", "H", "H"],
  "coordinates": [[-1.698677, 1.947695, -0.034380], [-0.429407, 1.216110, -0.137951], [-0.293779, 0.470730, -1.130041], [0.421859, 1.319904, 0.746444], [-2.078487, 1.827114, 0.980171], [-2.333458, 1.593835, -0.846753], [-1.430853, 2.973738, -0.286597], [6.493929, 0.755178, -2.626582], [6.263411, 0.769620, -4.111273], [5.883263, -0.262158, -4.647238], [6.563932, 1.815664, -4.647679], [5.882489, 1.526899, -2.158935], [7.541130, 0.963572, -2.407405], [6.157843, -0.180619, -2.180020], [-3.444398, -5.400800, -0.445653], [-3.329861, -4.211265, 0.500104], [-4.061298, -3.243601, 0.297434], [-2.340070, -4.122779, 1.229587], [-2.599629, -5.436221, -1.133558], [-4.258808, -5.143170, -1.122744], [-3.740281, -6.334098, 0.033424], [4.801482, -2.756880, 3.947928], [6.235601, -2.991064, 3.521705], [6.953674, -2.018749, 3.228193], [6.549446, -4.116175, 3.248090], [4.131400, -3.549962, 3.616105], [4.558694, -1.750063, 3.608124], [4.872186, -2.773759, 5.035511], [0.387346, 3.925559, -7.663887], [-1.018010, 3.633766, -7.142963], [-1.618340, 2.679515, -7.742323], [-1.467379, 4.268228, -6.171144], [1.204066, 3.215092, -7.536265], [0.626767, 4.781245, -7.032551], [0.130638, 4.269562, -8.665819], [-6.773601, 1.200457, 6.590018], [-7.432586, 1.853001, 7.714479], [-8.546960, 2.241288, 7.656584], [-6.752380, 1.984481, 8.752195], [-6.025939, 1.888438, 6.195349], [-7.534258, 0.881738, 5.877333], [-6.450698, 0.288934, 7.092985]],
  "forces_ev_per_a": [[0.097, 0.477, -0.508], [1.693, -2.298, -0.762], [-0.230, 1.416, 1.544], [-1.275, 0.292, -0.924], [-0.034, 0.146, -0.281], [-0.079, -0.192, 0.475], [-0.161, 0.142, 0.448], [-0.611, -0.200, 0.737], [0.593, -0.559, 0.679], [0.127, 1.023, 0.216], [-0.369, -0.282, -0.429], [0.098, 0.224, -0.400], [-0.120, -0.092, -0.334], [0.273, -0.114, -0.464], [-1.357, 0.574, -0.680], [1.783, 1.734, -0.624], [-0.123, -1.435, 0.213], [-1.230, -1.081, -0.435], [0.478, -0.143, 0.871], [-0.219, 0.129, 0.325], [0.671, 0.242, 0.336], [0.911, 0.592, 0.881], [0.252, 1.341, -2.633], [-1.285, -0.792, 1.290], [0.116, -1.075, 0.641], [0.465, 0.133, -0.240], [-0.156, -0.292, 0.028], [-0.313, 0.101, 0.023], [-1.261, 2.120, 0.895], [-1.354, -3.081, 0.374], [1.420, 2.997, 1.799], [1.002, -1.229, -2.343], [-0.925, -0.664, -0.230], [0.339, 0.165, -0.358], [0.783, -0.314, -0.127], [-0.610, -1.088, -0.004], [1.867, 0.934, 2.997], [-2.191, 0.424, -0.952], [-0.210, -0.437, -1.456], [0.067, -0.482, 0.099], [0.117, 0.524, -0.135], [0.961, 0.124, -0.550]],
  "lowdin_charge": [0.035, -0.432, 0.039, 0.049, 0.105, 0.100, 0.104, 0.034, -0.443, 0.063, 0.059, 0.095, 0.099, 0.092, 0.046, -0.411, 0.042, 0.043, 0.099, 0.085, 0.095, 0.052, -0.438, 0.030, 0.067, 0.098, 0.095, 0.096, 0.048, -0.389, 0.015, 0.044, 0.100, 0.084, 0.098, 0.036, -0.474, 0.096, 0.027, 0.110, 0.099, 0.105]
}